67
Properties=species:S:1:pos:R:3:forces:R:3:nbo_charge:R:1 method="wB97M-V/def2-TZVPD" lumo_energy_ev=-0.6814 e_tot_ev=-48800.8559 homo_lumo_gap_ev=8.9
Rb 0.813421 3.207767 3.331883 -0.4 0.0 -0.4 0.98
B 0.984631 0.204747 1.548373 0.6 -0.5 0.2 1.35
F 0.100191 -0.302263 0.655353 -1.6 -0.2 -1.6 -0.56
F 0.250821 0.552147 2.699833 0.6 0.0 0.5 -0.59
F 1.963881 -0.774283 1.650593 0.3 0.5 1.1 -0.56
F 1.570541 1.387187 1.095933 -0.1 0.6 0.2 -0.57
O -1.787789 0.488777 4.385853 -0.3 0.4 0.3 -0.99
H -1.156679 0.220407 3.718093 0.3 -0.3 -0.3 0.51
H -1.848559 -0.263403 4.974723 -0.1 -0.2 0.1 0.49
O -0.904949 -2.169043 3.334523 -0.4 0.4 0.9 -0.96
H -1.344869 -1.895983 2.529443 0.0 -0.1 -0.2 0.47
H -0.049219 -2.485443 3.044943 0.1 -0.2 -0.3 0.49
O -1.111209 1.521887 -1.151967 0.3 1.3 0.1 -0.99
H -1.500829 0.696747 -1.441047 -0.4 -0.6 -0.2 0.50
H -0.408939 1.260087 -0.556567 0.1 -0.2 0.1 0.47
C 1.086541 -3.697993 0.170383 0.1 -1.3 1.0 -0.11
C 2.205241 -4.223893 1.086073 -0.4 -0.8 -2.4 -0.09
O 3.035661 -3.152693 1.460603 0.0 -1.0 0.3 -0.72
O 0.197031 -3.036893 1.034803 -0.5 1.5 -0.2 -0.77
H 0.441871 -4.454493 -0.277067 0.7 -0.6 -0.4 0.17
H 1.514021 -3.059563 -0.602767 0.0 0.1 0.0 0.19
H 2.709081 -4.941273 0.438303 0.9 0.1 0.1 0.17
H 1.800721 -4.871243 1.864143 -0.2 0.5 0.6 0.16
H 2.434321 -2.499083 1.824993 0.1 0.4 0.1 0.49
H 0.168241 -2.158173 0.649293 -0.5 0.5 0.5 0.49
C 2.249931 3.318507 -1.363697 -0.3 0.2 0.3 -0.11
C 2.340751 4.692527 -0.654977 0.1 -0.8 -1.4 -0.09
O 1.689881 4.678587 0.597433 0.0 -0.2 0.6 -0.74
O 3.062621 2.307467 -0.752817 0.0 1.2 -1.1 -0.74
H 2.445051 3.500247 -2.420587 1.1 -0.1 -0.1 0.18
H 1.246531 2.912107 -1.490647 -0.6 0.3 0.7 0.19
H 1.935231 5.476197 -1.294907 -0.5 -0.1 -0.2 0.16
H 3.400541 4.946977 -0.640887 0.3 -0.2 0.7 0.17
H 1.919151 5.474577 1.082633 0.0 0.2 -0.2 0.47
H 2.447541 1.834857 -0.187207 0.3 -0.2 0.2 0.49
C 1.957821 -0.163693 -2.640927 -0.9 -0.4 0.2 -0.08
C 3.121361 -0.804153 -1.952667 0.5 1.4 1.9 -0.10
O 3.307161 -2.146073 -2.171067 0.1 -1.7 -1.3 -0.72
O 1.754821 -0.612103 -3.966887 0.0 0.2 -0.1 -0.71
H 2.085401 0.914857 -2.548447 0.1 0.1 -0.3 0.17
H 1.031551 -0.381723 -2.109357 -0.2 -0.2 -0.1 0.17
H 3.003351 -0.761163 -0.869927 -0.5 1.0 0.3 0.17
H 3.996281 -0.178063 -2.127657 0.5 -0.2 -0.5 0.15
H 3.970771 -2.439263 -1.542377 0.0 -0.2 0.0 0.48
H 2.570501 -0.492363 -4.458747 0.1 0.0 -0.1 0.46
C -2.572609 2.755077 1.677333 1.1 0.5 -0.6 -0.10
C -3.459759 3.161917 2.831813 0.2 -0.1 0.9 -0.10
O -2.932359 2.975757 4.178373 -0.1 0.5 -1.4 -0.76
O -1.515779 3.690747 1.430803 0.5 0.6 0.8 -0.78
H -3.082779 2.660267 0.718773 -0.7 -0.1 0.3 0.20
H -2.094669 1.790057 1.845923 -0.3 -0.3 0.3 0.17
H -4.344699 2.559287 2.627323 -0.4 0.0 0.6 0.17
H -3.734449 4.215667 2.879243 0.0 0.0 -0.8 0.19
H -2.571849 2.088567 4.245733 0.1 -0.7 0.2 0.49
H -1.239649 3.639397 0.512813 0.0 -0.2 -0.2 0.50
C -1.655499 -2.680613 -2.952527 0.7 0.2 -0.8 -0.66
C -2.802929 -1.737273 -2.589267 0.2 -0.4 0.2 0.10
C -4.080649 -2.503793 -2.183447 0.5 0.2 0.6 -0.64
O -2.361269 -0.814053 -1.546237 -0.8 -1.2 -0.5 -0.74
H -1.281849 -3.414433 -2.238387 -0.7 0.1 0.6 0.21
H -0.762089 -2.103213 -3.190307 0.0 0.3 0.0 0.24
H -1.847819 -3.240553 -3.867727 -0.4 0.0 0.0 0.22
H -2.983129 -1.075343 -3.436307 -0.1 -0.1 0.0 0.19
H -4.443349 -3.204323 -2.935647 0.0 0.4 -0.4 0.22
H -4.867759 -1.840883 -1.824127 -0.1 0.1 -0.4 0.22
H -3.866709 -3.161463 -1.340947 0.3 0.0 0.3 0.20
H -2.197809 -1.393143 -0.798217 0.2 0.2 0.5 0.47

62
Properties=species:S:1:pos:R:3:forces:R:3:nbo_charge:R:1 method="wB97M-V/def2-TZVPD" lumo_energy_ev="2.4867 / 2.6468" s2=0.75 spin_multiplicity=2 e_tot_ev=-34572.9074 charge=-1 homo_lumo_gap_ev="2.2 / 9.6"
C 0.954778 -2.830887 -3.062898 -1.1 1.0 -0.6 -0.49
O 1.331078 -3.562147 -1.903428 0.2 0.3 -0.3 -0.75
H -0.045262 -3.102137 -3.401198 0.1 -0.9 -0.5 0.16
H 0.721148 -1.776927 -2.912318 0.8 0.3 0.9 0.18
H 1.704298 -2.845897 -3.854168 -0.1 -0.3 0.0 0.17
H 1.842438 -4.286687 -2.271058 0.1 -0.2 0.5 0.48
C 0.069538 0.555693 -0.655558 0.3 -1.5 -0.1 -0.24
O -1.191982 0.474423 -0.016838 -0.1 0.6 0.1 -0.78
H 0.828068 0.784743 0.092952 -0.1 0.6 -0.3 0.19
H 0.310488 -0.456537 -0.980258 0.3 -0.1 -0.1 0.17
H 0.070558 1.137893 -1.577048 0.1 0.6 0.4 0.16
H -1.791702 0.022513 -0.614918 -0.3 -0.3 0.1 0.50
C 1.547168 2.644023 -3.711218 -0.4 -1.3 -0.7 -0.52
O 2.361998 1.616943 -3.110928 -0.4 1.0 1.1 -0.89
H 0.607398 2.846103 -3.197308 0.4 -0.1 0.8 0.17
H 2.089098 3.572883 -3.889078 0.0 -0.1 -0.2 0.16
H 1.207678 2.095813 -4.590028 -0.1 1.0 -0.9 0.16
H 3.010328 1.402273 -3.785598 0.4 -0.4 -0.3 0.41
C -3.757632 0.624093 -2.032168 -0.6 0.3 -0.2 -0.34
O -3.413042 -0.610027 -1.393358 0.1 0.6 -0.2 -0.78
H -2.903752 1.255603 -2.277448 0.3 -0.5 0.0 0.19
H -4.311192 0.408243 -2.945998 0.1 0.2 -0.2 0.16
H -4.397822 1.243813 -1.404318 -0.1 -0.1 0.3 0.16
H -4.106722 -1.220687 -1.653158 0.2 -0.3 0.2 0.48
C 1.470038 2.158183 2.995302 -0.8 0.4 -1.7 -0.25
O 1.207948 1.362443 4.076922 -0.1 -0.8 2.5 -0.73
H 2.074068 1.580013 2.296042 0.4 0.7 -0.3 0.17
H 0.516298 2.420133 2.537172 -0.1 -0.1 -0.6 0.17
H 1.864798 3.139263 3.259402 0.7 -0.3 0.4 0.17
H 1.124048 0.441053 3.820792 0.0 0.1 -0.2 0.47
C 2.795938 3.262743 -0.129228 -0.1 0.4 0.1 -0.25
O 3.219378 2.013153 -0.602228 0.6 0.4 0.7 -0.78
H 2.944578 3.302243 0.949862 -0.5 -0.2 0.1 0.18
H 3.369528 4.122893 -0.474558 0.3 0.0 -0.6 0.15
H 1.767008 3.402143 -0.460828 -0.3 0.3 0.6 0.17
H 3.000948 1.975213 -1.536278 -0.1 -0.5 -0.9 0.51
C 3.418818 -0.677127 1.138882 -1.1 0.2 0.3 -0.23
O 4.301828 0.380733 1.145082 2.1 0.0 0.6 -0.77
H 3.178168 -1.055497 0.145392 0.0 0.0 -0.2 0.16
H 3.773168 -1.510397 1.745682 0.2 0.1 0.1 0.16
H 2.523118 -0.259397 1.598582 -0.8 -0.8 0.0 0.14
H 3.978528 1.071163 0.561662 -0.2 0.1 -0.6 0.50
C -3.822172 0.308523 2.414532 0.9 -1.6 0.9 -0.09
C -2.676652 0.960653 3.144152 0.5 0.7 -0.4 -0.09
O -1.972252 1.768353 2.239212 0.1 1.7 0.4 -0.77
O -4.879192 1.163833 2.175342 -1.0 0.6 -0.3 -0.72
H -4.192062 -0.526087 3.010102 -0.3 0.0 0.2 0.16
H -3.427462 -0.163387 1.514752 0.0 0.1 -0.4 0.17
H -1.966442 0.316513 3.662592 -0.2 -0.7 -0.1 0.16
H -3.048732 1.652653 3.899662 -0.3 -0.1 0.1 0.17
H -1.660592 1.321843 1.448572 0.0 -0.8 -0.4 0.51
H -4.562812 1.918463 1.673302 0.2 0.1 -0.1 0.47
C -1.089832 -4.365577 0.591122 0.7 0.6 0.4 -0.10
C -1.069312 -2.822937 0.584832 0.9 0.2 -1.0 -0.10
O 0.313648 -2.354647 0.592402 -0.9 -0.5 0.8 -0.76
O -0.684172 -4.777017 1.877782 -0.1 -1.0 0.7 -0.74
H -0.402752 -4.740187 -0.167618 0.4 0.3 -0.2 0.17
H -1.991512 -4.938527 0.374782 -0.6 0.8 0.2 0.18
H -1.511182 -2.356207 1.465182 -0.2 -0.4 0.0 0.19
H -1.537322 -2.394297 -0.301358 -0.3 -0.1 -0.1 0.17
H 0.727968 -2.650547 -0.221458 0.2 -0.2 -0.4 0.49
H 0.187698 -4.443467 2.101802 0.1 0.3 -0.4 0.48

77
Properties=species:S:1:pos:R:3:forces:R:3:mulliken_charge:R:1 method="wB97M-V/def2-TZVPD" lumo_energy_ev=0.0807 e_tot_ev=-120867.6215 homo_lumo_gap_ev=9.3
Ca 20.955330 20.553450 -13.458900 -0.6 -0.4 -0.2 1.64
Ca 19.418680 20.580730 -17.130770 -0.7 0.8 -0.6 1.55
S 19.762800 18.474300 -15.240520 -0.4 1.3 3.1 1.80
O 20.327860 17.163810 -15.155910 0.6 -1.1 -0.8 -0.62
O 20.736220 19.517480 -15.572390 2.2 0.2 -1.2 -1.38
O 18.705770 18.644950 -16.213850 -0.9 -0.8 -0.8 -0.28
O 19.315030 18.899290 -13.880790 0.0 -0.2 -0.1 -0.97
S 20.521260 22.708260 -15.494990 0.5 5.0 -0.2 1.48
O 20.171500 24.112510 -15.479880 0.0 -0.4 0.1 -0.66
O 19.468360 21.829690 -15.126060 -5.4 -3.2 2.0 -0.85
O 20.869600 22.260100 -16.815410 1.6 -0.7 -3.6 -0.99
O 21.540910 22.383120 -14.525840 3.4 0.0 2.0 -0.90
C 15.663520 17.037400 -16.315370 -0.2 0.1 -0.6 -0.50
O 16.569960 17.723620 -17.192220 -1.2 -0.7 -0.1 -0.68
H 15.050650 16.354240 -16.903400 0.1 0.0 -0.2 0.40
H 16.164060 16.436300 -15.556270 0.2 0.2 0.0 -0.03
H 14.971530 17.730630 -15.837160 0.1 0.2 0.2 0.21
H 17.321560 18.010070 -16.668130 0.3 0.0 0.4 0.26
C 23.359720 17.237580 -16.526090 -1.6 -1.3 -0.5 -0.45
O 24.440370 17.814770 -15.854460 0.4 0.7 -0.1 -0.53
H 22.595300 17.913790 -16.908860 0.5 0.8 0.4 0.04
H 23.609370 16.644830 -17.406100 0.6 -0.1 0.0 0.44
H 22.824630 16.578840 -15.842100 -0.2 -0.2 0.0 0.21
H 25.044010 17.085060 -15.697140 0.3 0.2 0.2 0.31
C 22.131460 18.890860 -10.608480 2.0 0.5 -0.4 -0.80
O 21.151860 18.992730 -11.624120 -0.1 0.3 1.1 -0.31
H 21.848720 19.154150 -9.589250 -0.4 0.1 -0.3 0.29
H 22.684480 17.951700 -10.592840 -0.9 -0.7 0.0 0.23
H 22.984160 19.469820 -10.963170 0.0 0.9 0.5 0.26
H 21.035520 18.070110 -11.862540 -0.7 -0.9 -1.0 0.44
C 17.813970 16.072470 -13.343860 -0.3 0.1 -0.5 -0.46
O 17.604850 17.320820 -12.685090 -0.7 -1.3 0.1 -0.59
H 18.139280 16.173870 -14.379230 0.4 0.4 -0.1 -0.11
H 18.517620 15.396460 -12.858090 0.1 0.2 0.3 0.21
H 16.871790 15.546370 -13.497560 -0.3 0.1 0.7 0.48
H 18.337240 17.903500 -12.898810 0.3 0.1 -0.3 0.44
C 17.406020 19.491590 -20.286720 -0.3 0.8 0.0 -0.89
O 17.995690 19.415440 -19.011700 1.3 0.0 0.3 -0.19
H 16.876650 20.443540 -20.327490 -0.5 0.0 -0.2 0.30
H 18.151930 19.577840 -21.076830 0.1 -0.6 0.1 0.24
H 16.726570 18.646150 -20.394750 0.1 0.1 -0.5 0.34
H 17.410030 18.889280 -18.462370 -0.3 -0.3 0.4 0.27
C 24.003600 20.535900 -13.905650 0.1 -0.2 0.0 -0.85
O 23.047490 19.457430 -13.782850 0.2 0.8 0.2 -0.08
H 23.745590 21.337830 -13.213960 -0.1 -0.1 0.1 0.37
H 24.986510 20.139890 -13.650380 0.1 0.2 -0.1 0.29
H 23.972550 20.956580 -14.910730 0.1 0.0 0.0 0.32
H 23.265300 18.880710 -14.518760 0.0 -0.5 -0.3 0.09
C 19.244720 14.371630 -16.914720 -1.5 0.8 -0.2 -0.57
O 20.236150 14.641400 -15.983030 1.3 -1.5 0.1 -0.58
H 18.276330 14.524390 -16.438300 -0.4 0.1 -0.1 0.20
H 19.253950 15.019920 -17.790920 0.2 0.3 -0.1 0.23
H 19.185440 13.361970 -17.321130 0.8 -0.3 0.5 0.33
H 20.279210 15.559820 -15.706930 -0.5 0.2 -0.4 0.54
C 22.391760 15.868120 -12.879240 0.7 0.8 -0.6 -0.74
O 21.115190 16.515820 -12.746900 1.2 -0.9 1.4 -0.63
H 22.389500 14.960990 -13.483560 -0.5 -0.2 0.2 0.36
H 23.080000 16.542630 -13.388620 0.1 0.3 -0.4 0.14
H 22.952860 15.703120 -11.959430 -0.9 -0.2 0.5 0.35
H 20.881920 16.780920 -13.639590 -0.5 0.1 -0.6 0.50
C 16.648950 23.926390 -16.430420 2.0 1.7 0.5 -0.64
O 15.923170 22.969560 -15.729720 -1.1 -2.6 -0.5 -0.40
P 15.852790 21.477860 -16.356800 -2.9 1.9 2.0 0.37
O 17.119780 20.960320 -16.850140 0.7 -0.4 -0.5 0.50
O 15.133430 20.672190 -15.144340 1.3 0.8 -2.1 -0.46
C 15.935330 20.136670 -14.102490 0.3 -0.6 2.0 -0.45
O 14.663980 21.646400 -17.440180 1.4 0.2 1.3 -0.44
C 14.233280 20.492930 -18.129460 -0.5 -0.6 -0.6 -0.32
H 17.272170 23.506630 -17.220040 -0.3 0.1 -0.2 0.19
H 17.352840 24.343880 -15.710460 0.3 -0.1 0.0 0.26
H 16.093150 24.817250 -16.722900 -0.6 -0.6 -0.5 0.30
H 15.463960 20.441500 -13.168150 -0.4 -0.3 0.0 0.47
H 16.958270 20.467380 -13.922670 0.2 0.6 -1.2 -0.02
H 16.017130 19.049850 -14.117080 -0.4 0.0 -0.3 0.19
H 14.904250 20.243500 -18.951460 0.2 -0.1 0.1 0.04
H 13.261570 20.713080 -18.571520 0.0 0.1 0.2 0.30
H 14.133310 19.650490 -17.445050 0.0 -0.1 -0.1 0.20